Record 1
# C5H7FN2

C5H7FN2 in the gas phase (the ωB97M-V functional and the def2-TZVPD basis, the OMol25 dataset).

Last columns: bonded neighbours and bond lengths (Å).
CARTESIAN COORDINATES (ANGSTROEM)
1 C 2.517 0.553 -0.014  C2 1.324, H6 1.095, F15 1.382
2 C 1.502 -0.297 -0.037  C1 1.324, H7 1.079, N13 1.370
3 C -0.879 -1.008 0.000  C4 1.548, H8 1.091, H9 1.115, N13 1.451
4 C -2.161 -0.142 -0.015  C3 1.548, H10 1.100, H11 1.095, N14 1.475
5 C -0.431 1.246 -0.003  H12 1.063, N13 1.380, N14 1.291
6 H 2.457 1.645 0.029  C1 1.095
7 H 1.716 -1.351 0.050  C2 1.079
8 H -0.834 -1.680 -0.858  C3 1.091
9 H -0.855 -1.639 0.919  C3 1.115
10 H -2.748 -0.402 -0.908  C4 1.100
11 H -2.781 -0.337 0.866  C4 1.095
12 H 0.240 2.070 0.000  C5 1.063
13 N 0.165 0.001 -0.016  C2 1.370, C3 1.451, C5 1.380
14 N -1.722 1.266 -0.009  C4 1.475, C5 1.291
15 F 3.814 0.075 -0.004  C1 1.382

Results
Total energy   -404.04767 Eh
SMILES string   F/C=C/N1C=NCC1
Gap between HOMO and LUMO   8.97 eV



Record 2
# C5H7FN2

C5H7FN2 in the gas phase (the ωB97M-V functional and the def2-TZVPD basis, the OMol25 dataset).

Last columns: bonded neighbours and bond lengths (Å).
CARTESIAN COORDINATES (ANGSTROEM)
1 C -1.985 0.081 -0.518  C2 1.509, H6 1.101, H7 1.088, F15 1.393
2 C -1.107 -0.163 0.686  C1 1.509, C3 1.492, H8 1.073, H9 1.119
3 C 0.340 -0.064 0.337  C2 1.492, C4 1.417, C5 1.390
4 C 1.132 1.097 0.155  C3 1.417, H10 1.067, N13 1.328
5 C 1.222 -1.099 0.049  C3 1.390, H12 1.100, N14 1.347
6 H -1.831 -0.658 -1.319  C1 1.101
7 H -1.819 1.078 -0.922  C1 1.088
8 H -1.355 -1.125 1.091  C2 1.073
9 H -1.377 0.586 1.473  C2 1.119
10 H 0.835 2.112 0.296  C4 1.067
11 H 3.265 -0.987 -0.508  N14 1.009
12 H 1.085 -2.190 0.053  C5 1.100
13 N 2.383 0.814 -0.190  C4 1.328, N14 1.342
14 N 2.405 -0.527 -0.251  C5 1.347, H11 1.009, N13 1.342
15 F -3.326 0.007 -0.149  C1 1.393

Results
Total energy   -404.08387 Eh
SMILES string   FCCc1cn[nH]c1
Gap between HOMO and LUMO   10.27 eV



Record 3
# C5H7FN4

2 unconnected molecules or ions with the total composition C5H7FN4 (the ωB97M-V functional and the def2-TZVPD basis, the OMol25 dataset).

Last columns: bonded neighbours and bond lengths (Å).
CARTESIAN COORDINATES (ANGSTROEM)
1 C 2.763 -0.992 0.054  N6 1.144, N9 1.320
2 C -2.822 -1.048 0.253  C3 1.301, H11 1.058, H12 1.066
3 C -1.674 -1.476 -0.185  C2 1.301, H13 1.036, H17 1.118
4 C 1.366 0.725 -0.181  N7 1.323, N8 1.376, N9 1.274
5 C -0.887 1.066 0.237  N7 1.243, F10 1.354, H14 1.019
6 N 3.747 -1.565 0.175  C1 1.144
7 N 0.147 1.164 -0.447  C4 1.323, C5 1.243
8 N 2.369 1.666 -0.219  C4 1.376, H15 0.986, H16 0.985
9 N 1.531 -0.532 -0.055  C1 1.320, C4 1.274
10 F -0.943 0.843 1.571  C5 1.354
11 H -2.980 -0.762 1.259  C2 1.058
12 H -3.648 -1.169 -0.411  C2 1.066
13 H -0.870 -1.569 0.461  C3 1.036
14 H -1.826 1.233 -0.121  C5 1.019
15 H 2.097 2.601 -0.380  N8 0.986
16 H 3.190 1.601 -0.758  N8 0.985
17 H -1.559 -1.786 -1.253  C3 1.118

Results
Total energy   -513.53169 Eh
SMILES string   N#C/N=C(N)/N=C\F.C=C
Gap between HOMO and LUMO   10.05 eV



Record 4
# C5H7FO2

C5H7FO2 in the gas phase (the ωB97M-V functional and the def2-TZVPD basis, the OMol25 dataset).

Last columns: bonded neighbours and bond lengths (Å).
CARTESIAN COORDINATES (ANGSTROEM)
1 C -0.213 -0.735 0.068  C2 1.530, C4 1.508, H7 1.107, O13 1.396
2 C -0.679 0.398 0.984  C1 1.530, C3 1.527, H8 1.119, H9 1.101
3 C 0.390 1.190 1.734  C2 1.527, H10 1.124, O14 1.214
4 C 0.309 -0.155 -1.223  C1 1.508, C5 1.322, F15 1.352
5 C -0.126 -0.391 -2.449  C4 1.322, H11 1.080, H12 1.076
6 H 1.340 -1.052 1.102  O13 0.972
7 H -1.145 -1.263 -0.208  C1 1.107
8 H -1.345 -0.066 1.756  C2 1.119
9 H -1.392 1.108 0.537  C2 1.101
10 H -0.065 2.061 2.280  C3 1.124
11 H -0.938 -1.060 -2.696  C5 1.080
12 H 0.318 0.079 -3.309  C5 1.076
13 O 0.710 -1.621 0.627  C1 1.396, H6 0.972
14 O 1.523 0.772 1.856  C3 1.214
15 F 1.314 0.734 -1.058  C4 1.352

Results
Total energy   -445.01871 Eh
SMILES string   C=C(F)[C@@H](O)CC=O
Gap between HOMO and LUMO   10.57 eV



ΔE to the lowest compared entry with this formula, charge and spin for the records above, in order: 37.1, 14.4, 0.0, 9.3 kcal/mol